Entry 1:
# BrHN2

One molecule with the formula BrHN2 at a distorted geometry (ωB97M-V with the def2-TZVPD basis set, OMol25).

Output
Frontier orbital gap (eV): 9.3
Molecular weight (g mol⁻¹): 108.93
SMILES: [H]/N=N/Br
Max |F| (eV/A): 9.3
Lowest unoccupied orbital energy (eV): -0.44
HOMO energy (eV): -9.70
Relative energy (zero: lowest compared OMol25 entry of this formula, charge and spin) (kcal per mole): 92.0

```
4
Properties=species:S:1:pos:R:3:forces:R:3:mulliken_charge:R:1
H 1.6329 0.0898 0.1021 -1.1 -1.3 -0.4 0.239
N 0.6545 0.4123 -0.0343 -5.3 -1.9 0.2 -0.328
N -0.3211 -0.5173 -0.0347 9.2 1.7 0.4 0.008
Br -1.9664 0.0151 -0.0330 -2.7 1.6 -0.2 0.081
```
Forces are in eV/Å.



Entry 2:
# C27H70N2O14

A 11-piece molecular cluster, C27H70N2O14 overall at a distorted geometry (ωB97M-V with the def2-TZVPD basis set, OMol25).

Output
Frontier orbital gap (eV): 4.4
Molecular weight (g mol⁻¹): 646.86
Charge: -2
Max |F| (eV/A): 3.5
Lowest unoccupied orbital energy (eV): 3.10
HOMO energy (eV): -1.30

```
113
Properties=species:S:1:pos:R:3:forces:R:3:mulliken_charge:R:1
C -6.3415 1.1988 1.4303 -0.7 -0.8 0.2 -0.542
C -5.6973 1.2773 0.2460 0.0 0.2 0.3 -0.171
C -4.4067 2.0828 -0.0678 -1.3 1.1 -1.3 0.094
C -4.4360 3.5894 0.4501 -0.2 1.9 1.7 0.245
O -3.7033 4.4286 -0.1197 0.4 -0.9 -1.0 -0.741
O -5.1625 3.9638 1.4432 0.2 -1.8 -0.9 -0.739
N -3.1615 1.3889 0.3115 -0.9 -0.1 0.8 0.608
C -2.9493 1.3570 1.7602 1.6 -0.8 0.6 -1.009
C -1.9685 2.4924 2.2596 -0.6 0.4 -0.3 0.471
N -2.5537 3.1091 3.4827 0.3 0.2 0.3 -0.911
C -3.0330 0.0738 -0.3155 1.9 -1.4 -2.6 -0.217
O -3.6073 -0.9601 0.0598 -0.7 0.6 1.2 -0.635
O -2.2110 0.0129 -1.3216 -0.6 1.1 0.7 -0.705
H -6.8375 0.2189 1.7117 -0.2 1.5 -0.8 0.064
H -6.4375 2.0128 2.1750 1.1 -0.7 -0.4 0.285
H -6.1255 0.6758 -0.5936 1.1 -0.3 0.8 0.268
H -4.3658 2.1825 -1.1859 0.1 0.0 0.9 0.324
H -3.8752 1.3410 2.3844 0.4 0.2 -0.6 0.345
H -2.4178 0.3924 1.9827 -0.6 0.6 -0.2 0.383
H -0.9486 2.1037 2.5064 -1.3 0.3 -0.3 -0.174
H -1.8552 3.2454 1.4340 -0.2 -0.6 0.6 0.242
H -2.2256 4.0733 3.5674 -0.2 -0.4 -0.1 0.247
H -3.5713 3.1588 3.4156 0.3 0.2 -0.4 0.325
C 2.9073 1.5054 1.6789 0.1 0.1 0.0 -0.905
C 1.8768 0.7511 2.5030 -0.1 -0.2 -0.5 -0.025
O 0.5850 0.9127 1.9379 0.5 -0.2 0.1 -0.365
H 2.6584 2.5677 1.6339 0.0 0.0 0.1 0.352
H 3.9096 1.3956 2.1075 0.0 0.0 0.0 0.175
H 2.9231 1.1367 0.6496 0.0 -0.1 0.0 0.235
H 1.8482 1.1359 3.5243 -0.2 0.0 0.0 0.324
H 2.1154 -0.3156 2.5422 0.2 0.1 0.2 0.027
H 0.6138 0.5632 1.0370 -0.3 0.0 0.0 0.156
C -4.8733 -3.2106 3.1373 0.2 -0.2 0.0 -0.921
C -6.3836 -3.0647 3.1184 0.4 0.1 -0.6 -0.146
O -6.7544 -1.9454 2.3259 -0.5 -0.3 0.2 -0.503
H -4.4069 -2.3079 3.5352 -0.1 0.0 0.0 0.214
H -4.5716 -4.0609 3.7471 0.0 0.0 -0.1 0.287
H -4.4861 -3.3486 2.1245 0.0 0.1 0.0 0.411
H -6.7662 -2.9031 4.1269 -0.1 0.2 -0.1 0.067
H -6.8593 -3.9645 2.7083 0.0 -0.2 0.2 0.193
H -6.4201 -2.0958 1.4323 0.2 0.3 0.1 0.315
C -0.0455 3.4317 -2.1368 0.0 0.1 0.1 -0.846
C -0.5535 3.0243 -3.5061 -0.1 -0.2 0.4 0.015
O -0.4637 1.6131 -3.6670 0.1 -0.3 -0.1 -0.294
H 0.9927 3.1145 -2.0051 0.0 0.0 -0.1 0.252
H -0.1038 4.5144 -2.0039 0.0 0.0 0.1 0.413
H -0.6314 2.9494 -1.3501 -0.1 0.1 -0.1 0.015
H 0.0467 3.4899 -4.2925 0.0 -0.1 -0.1 -0.015
H -1.5967 3.3287 -3.6409 0.0 0.2 0.1 0.342
H -1.0090 1.2020 -2.9672 -0.1 0.0 0.1 0.212
C -1.8937 0.0185 -6.0709 0.0 0.0 -0.1 -0.528
C -3.1968 -0.1634 -6.8232 0.2 -0.2 0.4 -0.407
O -3.4659 -1.5491 -7.0356 -0.1 -0.1 -0.3 -0.546
H -1.0658 -0.4299 -6.6265 0.0 0.1 -0.1 0.275
H -1.6786 1.0751 -5.9099 0.0 -0.1 0.2 0.130
H -1.9343 -0.4804 -5.1000 -0.1 0.2 0.1 0.165
H -3.1455 0.3183 -7.8014 -0.1 -0.2 -0.1 0.306
H -4.0304 0.2748 -6.2656 0.1 0.2 0.0 0.289
H -3.5206 -1.9681 -6.1690 0.0 0.1 -0.1 0.313
C 4.6817 -3.7742 3.5768 0.1 -0.1 0.3 -0.906
C 3.1737 -3.6130 3.5626 0.2 0.0 -0.4 -0.274
O 2.8101 -2.5090 2.7432 -0.1 0.0 0.2 -0.456
H 5.1555 -2.8668 3.9485 0.0 -0.1 0.0 0.114
H 4.9824 -4.6153 4.2077 0.0 0.0 -0.1 0.377
H 5.0607 -3.9419 2.5648 0.0 -0.1 0.0 0.315
H 2.7982 -3.4222 4.5683 -0.1 0.1 -0.1 0.284
H 2.6867 -4.5162 3.1784 0.0 -0.1 0.2 0.254
H 3.1367 -2.6866 1.8537 -0.1 0.1 0.1 0.242
C 0.3012 4.5662 -7.4233 -0.1 0.0 0.0 -0.957
C 1.3520 5.6227 -7.1392 0.1 -0.5 0.1 -0.244
O 1.8867 5.4590 -5.8310 0.1 0.2 0.0 -0.509
H -0.5077 4.6239 -6.6931 0.0 0.1 0.0 0.221
H -0.1181 4.6918 -8.4243 0.0 -0.1 0.0 0.386
H 0.7302 3.5638 -7.3455 0.0 0.0 -0.1 0.293
H 0.9165 6.6210 -7.1965 0.1 0.0 0.1 0.281
H 2.1712 5.5606 -7.8651 -0.1 0.1 -0.2 0.239
H 2.2798 4.5801 -5.7830 -0.1 0.1 0.1 0.281
C 0.7591 -2.3379 -4.0290 0.2 -0.1 0.0 -0.946
C 0.6312 -1.7270 -2.6442 -0.4 0.2 -0.1 0.120
O 1.4231 -0.5554 -2.5259 0.6 -0.3 0.0 -0.539
H 1.8011 -2.5954 -4.2408 0.0 -0.1 0.0 0.291
H 0.1482 -3.2399 -4.1167 0.0 0.0 0.0 0.339
H 0.4438 -1.6247 -4.7952 -0.1 0.0 0.0 0.084
H 0.9682 -2.4358 -1.8854 0.0 0.1 0.1 0.295
H -0.4098 -1.4565 -2.4329 0.0 -0.2 0.1 0.082
H 1.0842 0.0577 -3.1838 -0.2 0.5 0.1 0.260
C 7.9047 0.7094 3.3490 0.1 0.0 0.1 -1.085
C 7.5742 -0.6790 2.8373 -0.3 0.4 -0.1 0.002
O 6.2171 -1.0059 3.1158 0.1 -0.1 0.0 -0.386
H 7.7318 0.7716 4.4256 0.0 -0.1 0.0 0.337
H 8.9463 0.9632 3.1431 -0.1 0.1 -0.1 0.317
H 7.2621 1.4576 2.8784 0.1 0.0 -0.1 0.280
H 8.2032 -1.4255 3.3247 -0.2 -0.1 0.0 0.319
H 7.7366 -0.7420 1.7564 0.2 0.0 0.0 0.023
H 5.6627 -0.3503 2.6749 -0.1 -0.1 0.1 0.214
C 9.4939 0.6337 -2.1791 0.1 0.0 -0.1 -1.151
C 9.2467 0.1565 -0.7605 -0.3 0.3 -0.2 -0.159
O 9.0994 1.2649 0.1218 0.1 0.0 0.1 -0.492
H 10.3919 1.2534 -2.2225 0.0 -0.1 0.0 0.278
H 9.6151 -0.2109 -2.8605 0.0 0.0 0.0 0.340
H 8.6622 1.2499 -2.5297 0.0 -0.1 0.0 0.353
H 10.0879 -0.4404 -0.4063 0.0 0.1 0.1 0.297
H 8.3415 -0.4575 -0.7101 0.1 -0.2 -0.1 0.235
H 8.3491 1.7856 -0.1874 0.1 0.0 0.1 0.290
C -6.4196 -6.5286 6.9921 0.0 -0.1 0.0 -1.087
C -5.3054 -5.5706 6.6110 -0.4 0.2 0.1 -0.278
O -5.7549 -4.6470 5.6290 0.1 -0.3 0.2 -0.366
H -6.7704 -7.0746 6.1142 0.1 0.0 0.0 0.278
H -6.0795 -7.2471 7.7417 -0.1 0.0 0.0 0.347
H -7.2777 -5.9828 7.3938 0.1 0.0 0.1 0.341
H -4.4599 -6.1164 6.1910 0.0 0.1 -0.1 0.283
H -4.9563 -5.0130 7.4868 0.1 -0.2 0.1 0.274
H -6.4960 -4.1584 6.0052 0.1 0.0 -0.1 0.230
```
Forces are in eV/Å.



Entry 3:
# C6H18NO

A 2-piece molecular cluster, C6H18NO overall at a distorted geometry (ωB97M-V with the def2-TZVPD basis set, OMol25).

Output
Frontier orbital gap (eV): 10.6
Molecular weight (g mol⁻¹): 120.22
Charge: +1
Max |F| (eV/A): 4.1
Lowest unoccupied orbital energy (eV): -3.30
HOMO energy (eV): -13.94
Relative energy (zero: lowest compared OMol25 entry of this formula, charge and spin) (kcal per mole): 34.5

```
26
Properties=species:S:1:pos:R:3:forces:R:3:mulliken_charge:R:1
C 2.9924 -0.7337 -0.0356 2.3 -1.8 -0.5 -1.539
C 1.5517 -0.8538 0.3544 -0.2 0.8 -1.6 0.378
C 0.7608 -0.1405 -0.7506 0.3 1.8 -1.2 -1.206
C -0.6519 0.3264 -0.4556 -2.6 -3.2 -0.3 0.712
C -0.9230 0.8751 0.9235 -0.5 1.2 0.8 -1.168
C -1.6798 -0.9385 -0.5994 -0.3 2.2 -0.8 -1.682
N 1.0702 -2.3202 0.4147 0.4 1.2 1.2 -0.124
H 3.2275 0.3306 -0.1287 0.1 -0.3 0.1 0.389
H 3.7202 -1.2193 0.6517 -0.6 0.6 0.2 0.411
H 3.3162 -1.2738 -0.9788 -1.0 0.9 0.5 0.339
H 1.4942 -0.3884 1.3474 -0.8 -0.5 -0.2 0.297
H 0.7441 -0.7126 -1.7130 0.1 -0.1 0.9 0.356
H 1.3112 0.8019 -1.1222 -0.3 -1.4 1.1 0.385
H -0.9748 0.9496 -1.2773 0.1 0.7 0.1 0.427
H -1.5061 0.2678 1.6283 0.6 -0.9 -0.3 0.373
H -1.6604 1.7080 0.9146 1.2 0.0 -0.4 0.044
H 0.0216 1.1332 1.4171 -0.4 0.5 0.1 0.404
H -1.4772 -1.6043 0.2298 -0.4 -0.6 -0.1 0.497
H -2.7209 -0.5639 -0.5280 0.5 0.0 0.8 0.373
H -1.8036 -1.3519 -1.6139 1.1 -0.5 0.4 0.366
H 0.0596 -2.3865 0.5840 0.1 0.1 -0.7 0.166
H 1.3773 -2.8287 -0.4190 -0.2 -0.1 0.2 0.421
H 1.4710 -2.6784 1.2749 0.5 -0.7 -0.1 0.419
H -2.8013 3.8947 0.7959 -0.1 0.1 -0.1 0.295
H -2.8136 3.9609 -0.7452 0.0 0.0 0.2 0.294
O -2.6091 3.3862 0.0014 0.0 0.0 -0.1 -0.627
```
Forces are in eV/Å.



Entry 4:
# C8H12BrN3OS

A 2-piece molecular cluster, C8H12BrN3OS overall at a distorted geometry (ωB97M-V with the def2-TZVPD basis set, OMol25).

Output
⟨S²⟩: 2.0224
Frontier orbital gap (alpha / beta) (eV): 6.0 / 5.4
Molecular weight (g mol⁻¹): 278.17
Max |F| (eV/A): 4.2
2S+1: 3
Lowest unoccupied orbital energy (alpha / beta) (eV): 0.45 / -3.28
HOMO energy (alpha / beta) (eV): -5.56 / -8.70

```
26
Properties=species:S:1:pos:R:3:forces:R:3:mulliken_spin:R:1
C 1.2499 0.6673 2.0903 -1.0 0.3 2.2 -0.032
C -0.0337 0.3343 2.5096 2.6 2.1 2.4 0.276
C -0.5728 -0.3451 1.4102 -1.8 -0.3 -0.8 0.245
C -2.9237 0.3448 0.6854 -0.8 -4.1 0.2 0.103
C -3.2280 -0.5388 1.8558 1.4 0.3 -0.5 0.005
C -1.9033 -0.7546 1.1003 -2.3 -0.7 -0.1 0.052
C 1.4399 1.1876 -2.4792 1.4 -2.3 -0.3 -0.006
C 2.8865 -0.7351 -1.9335 -0.4 -2.6 -0.5 -0.004
N 1.4673 0.1297 0.8925 0.3 0.1 -1.2 0.412
N 0.3317 -0.3980 0.4550 0.5 0.0 0.6 -0.065
N 1.5590 -0.2786 -2.2845 0.0 0.1 -0.4 0.100
O -0.9237 -0.6173 -2.1800 -2.5 1.5 -0.5 0.169
S 0.3073 -1.2363 -1.7740 2.4 -2.7 -1.4 0.666
Br -0.5673 0.8200 4.2755 -0.3 -0.5 -1.0 0.043
H 1.9790 1.2304 2.6568 0.1 -0.2 -0.2 0.000
H -3.5238 0.2077 -0.1663 -0.1 -0.1 -1.3 0.004
H -2.5529 1.2549 0.8773 0.8 3.4 0.7 -0.008
H -3.1059 0.0414 2.7202 -0.3 0.1 1.6 0.002
H -3.9477 -1.3719 1.8367 0.4 0.8 -0.1 0.001
H -1.9656 -1.6559 0.5254 0.3 -0.1 -0.7 0.016
H 2.2427 1.3228 -3.2696 -1.1 1.0 1.1 0.002
H 0.4551 1.4115 -2.8007 -0.8 0.3 -0.6 0.001
H 1.5783 1.5801 -1.4856 0.6 1.1 0.1 0.008
H 3.3257 -1.5113 -2.6479 -0.7 1.0 0.6 0.008
H 3.4976 0.1044 -1.9299 1.4 1.4 0.1 0.002
H 2.9284 -1.1939 -0.9397 -0.1 0.1 0.0 0.000
```
Forces are in eV/Å.



Entry 5:
# CH5S2

CH5S2 as an isolated structure (ωB97M-V with the def2-TZVPD basis set, OMol25).

Output
Frontier orbital gap (eV): 7.0
Molecular weight (g mol⁻¹): 81.19
Charge: -1
Max |F| (eV/A): 0.6
Lowest unoccupied orbital energy (eV): 3.95
HOMO energy (eV): -3.05
Relative energy (zero: lowest compared OMol25 entry of this formula, charge and spin) (kcal per mole): 4.2

```
8
Properties=species:S:1:pos:R:3:forces:R:3:mulliken_charge:R:1
S 1.6365 1.3181 1.0148 0.1 -0.4 0.3 -0.619
H 2.0793 2.4306 0.4511 0.1 0.4 -0.2 0.020
C -0.9183 -1.0212 -0.1444 0.0 -0.1 0.0 -0.796
S -0.5140 0.3196 -1.2816 0.3 0.3 -0.3 -0.462
H 0.0073 -1.4462 0.2440 0.0 -0.2 0.0 0.244
H -1.5023 -1.7904 -0.6604 0.2 0.0 0.1 0.246
H -1.5112 -0.6811 0.6996 -0.1 0.1 0.2 0.247
H 0.7227 0.8706 -0.3231 -0.6 -0.1 0.0 0.121
```
Forces are in eV/Å.